Entry 1:
Here is a molecular structure, C24H19Br3MoN5O9 at a distorted geometry from the OMol25 dataset. Energies are from the ωB97M-V functional and the def2-TZVPD basis.

```
61
Properties=species:S:1:pos:R:3:forces:R:3:lowdin_charge:R:1
Mo -0.0802 0.2438 -0.0466 0.9686 0.6763 0.7768 1.930
C 1.8461 2.8694 1.9281 0.0974 0.0350 0.0000 0.030
C 2.5107 1.8464 1.0817 -0.2033 -0.0402 -0.0292 -0.289
N 1.9118 0.9060 0.3620 0.6452 -0.0330 0.0052 0.002
C 2.8904 0.1639 -0.2460 -0.0070 0.0535 -0.0100 -0.107
C 4.1070 0.6595 0.0989 -0.0703 -0.1493 -0.1163 -0.051
N 3.8403 1.7128 0.9337 0.0517 0.0137 -0.0217 0.211
C 5.5050 0.2799 -0.2424 -0.1220 0.2063 0.0995 -0.481
O 5.6417 -0.7328 -1.0620 0.3638 -0.0575 -0.0804 0.164
O 6.4119 0.9100 0.2375 0.0253 -0.0256 0.0095 0.131
C 2.4359 -0.9717 -1.0758 0.2675 0.0064 0.1803 -0.533
O 3.2330 -1.6981 -1.6504 -0.1866 0.0112 -0.0355 0.099
O 1.1509 -1.0841 -1.0678 -0.2870 0.0652 -0.0982 -0.137
H 0.7736 2.7040 1.9347 -0.0352 -0.0073 0.0218 0.070
H 2.0614 3.8740 1.5616 -0.0092 -0.0154 -0.0149 0.094
H 2.2038 2.8045 2.9563 -0.0008 -0.0055 -0.0052 0.101
H 4.5707 2.2821 1.3382 0.0109 0.0180 0.0398 0.187
H 4.7799 -1.1244 -1.3619 -0.1457 -0.0907 0.0247 0.076
C 0.0173 -1.0862 5.4071 0.0574 -0.0168 0.1267 -0.019
O -0.1124 -0.2282 4.2661 -0.0599 0.1352 0.1662 0.034
C 0.2629 -0.6293 3.0742 -0.1230 -0.3548 -0.3189 -0.511
O 0.1604 0.1811 2.1469 0.0657 -0.0773 -0.1268 -0.049
N 0.7362 -1.8834 2.9372 -0.0805 0.1757 -0.0520 0.041
N 1.1605 -2.2937 1.6786 0.1312 -0.0415 -0.1571 0.077
H -0.2793 -0.4786 6.2546 -0.0144 -0.0180 0.0016 0.106
H 1.0506 -1.4090 5.5382 -0.0019 0.0196 -0.0220 0.105
H -0.6516 -1.9440 5.3296 -0.0304 0.0165 -0.0316 0.104
H 0.6001 -2.5644 3.6661 -0.0165 0.0254 0.0777 0.142
H 0.4853 -2.9150 1.2490 -0.0975 0.0242 -0.0339 0.084
H 2.0592 -2.7511 1.7517 0.0460 0.0023 0.0170 0.114
Br -2.6918 -3.9045 0.9108 -0.1148 -0.0712 -0.0405 0.825
C -2.8414 -2.8132 -0.6146 0.4712 0.4322 0.4186 -0.585
C -3.7026 -3.1421 -1.6702 -0.1169 0.0506 -0.3262 -0.138
C -3.7578 -2.3569 -2.7919 -0.1367 -0.1947 0.0400 -0.608
Br -4.9484 -2.8202 -4.1821 0.0448 0.0051 0.0496 0.829
C -2.9222 -1.2215 -2.9330 0.1530 0.0860 0.1289 -0.173
C -2.8275 -0.3879 -4.0647 0.1560 0.1518 0.1115 0.015
C -1.9018 0.6260 -4.0678 -0.2008 -0.1195 -0.2408 -0.010
C -1.0843 0.8432 -2.9589 0.1895 0.0408 0.2651 -0.071
N -1.1737 0.1139 -1.8557 -0.5481 0.0562 -0.9142 -0.015
C -2.0799 -0.9125 -1.8492 -0.0009 -0.2261 0.1442 -0.135
C -2.0607 -1.6797 -0.6647 -0.3873 -0.4325 -0.6528 -0.368
O -1.2508 -1.2534 0.2891 -0.2620 -0.0847 0.6340 -0.256
H -4.3193 -4.0267 -1.5991 -0.0069 0.0058 0.0251 0.108
H -3.4704 -0.5561 -4.9172 0.0115 -0.0288 -0.0131 0.097
H -1.7888 1.2652 -4.9315 0.0172 0.0128 0.0223 0.122
H -0.3405 1.6270 -2.9648 -0.0304 0.0224 0.0316 0.126
Br -4.0328 2.5903 -1.0667 0.0817 0.0689 0.0857 0.832
C -2.9443 4.0912 -0.6565 0.2384 -0.1236 -0.0035 -0.581
C -3.4998 5.3523 -0.7809 -0.0346 -0.0241 -0.0008 -0.109
C -2.7062 6.4736 -0.5919 0.0054 -0.0037 0.0067 -0.052
C -1.3569 6.3390 -0.3071 0.0649 0.1414 -0.0064 -0.057
C -0.7987 5.0797 -0.1910 0.0086 -0.1441 0.0427 -0.012
C -1.5879 3.9427 -0.3381 -0.2971 -0.0273 -0.1232 -0.167
C -0.9716 2.6077 -0.1585 -0.3373 0.2169 0.1250 -0.604
O -1.4497 1.7473 0.6337 -0.1266 -0.1513 -0.1171 -0.089
O 0.0793 2.2695 -0.7919 -0.0819 -0.1783 -0.0619 -0.099
H -4.5456 5.4568 -1.0336 0.0093 -0.0222 -0.0114 0.107
H -3.1463 7.4573 -0.6844 -0.0013 -0.0014 -0.0005 0.117
H -0.7376 7.2171 -0.1840 -0.0086 -0.0120 0.0167 0.114
H 0.2544 4.9634 0.0312 0.0009 0.0030 -0.0282 0.114
```
Positions in Å, forces in eV/Å.

Calculated values
HOMO-LUMO gap (alpha / beta): 7.31 / 7.11 eV
2S+1: 3
total charge: +1
electronic energy: -9667.1650 a.u.
energy relative to the best compared isomer or geometry (same formula, charge and spin): 49.6 kJ/mol


Entry 2:
Here is a molecular structure, C11H24NSi at a distorted geometry from the OMol25 dataset. Energies are from the ωB97M-V functional and the def2-TZVPD basis.

```
37
Properties=species:S:1:pos:R:3:forces:R:3:lowdin_charge:R:1
C 0.3561 2.3123 -1.5262 -1.4853 -1.5875 -1.4000 -0.005
C 0.3650 1.0969 -1.0081 2.6435 0.3362 2.3630 -0.268
C -3.4760 -0.9279 -0.0991 0.7763 1.8163 -2.9471 -0.147
C -3.8290 0.6114 -0.0431 -1.2793 -0.9604 2.9584 -0.130
C -2.1780 -1.0974 0.6317 -1.2446 2.6183 1.6363 -0.088
C -2.5872 1.2385 0.6391 -0.9485 -0.8127 1.1503 -0.079
C 3.3691 0.2361 2.7677 2.2259 -2.5599 -3.3198 -0.180
C 2.2727 -1.3358 -2.3577 -1.9747 1.6938 -1.7801 -0.209
C -0.8605 0.2747 -0.9689 1.9577 -0.6433 0.1343 -0.192
C 2.0547 0.1313 2.0055 0.4213 -2.2712 -0.6454 -0.381
C 2.2826 -1.5676 -0.8854 3.5304 0.2277 1.1848 -0.379
N -1.4127 0.2471 0.4097 -2.4034 -0.9675 0.6454 -0.039
Si 2.3580 0.1361 0.0812 -3.6406 -0.2412 -1.0101 0.917
H 1.1871 2.8780 -1.7640 1.7357 1.2563 0.2289 0.033
H -0.4981 2.5224 -2.1674 -0.3490 0.5618 0.2778 0.070
H -4.1347 -1.7035 0.1321 -1.6385 -0.5947 1.2231 0.101
H -3.3607 -1.1683 -1.1873 0.4651 0.2785 0.6601 0.130
H -4.0788 1.0802 -0.9628 0.0495 -0.0068 -1.0111 0.092
H -4.7584 0.8101 0.6392 1.7385 -0.3431 -1.1340 0.152
H -2.3747 -1.2494 1.7053 0.3638 0.3678 -0.2809 0.147
H -1.6879 -1.9041 0.2634 2.1337 -2.1477 -1.0083 0.092
H -2.4396 2.2606 0.2929 0.7212 -0.2006 0.1769 0.131
H -2.7928 1.1770 1.7591 0.6636 0.4517 -1.4270 0.152
H 4.0850 -0.7136 2.6408 -1.8658 1.6258 0.2952 0.128
H 3.9649 0.9673 2.2491 0.3800 0.9323 0.6927 0.045
H 3.1991 0.3596 3.7691 -0.0317 0.7273 2.4809 0.037
H 1.6859 -2.0777 -2.9687 0.8820 0.3972 0.7431 0.097
H 1.7236 -0.3536 -2.5508 0.5618 -1.0541 -0.0537 0.058
H 3.2432 -1.1706 -2.7768 0.5931 -0.1899 -0.3229 0.063
H -0.3806 -0.6849 -1.2237 -1.2932 -0.3796 0.1650 0.121
H -1.6495 0.5535 -1.6385 -0.3775 0.1583 -0.4617 0.130
H 1.3664 0.8407 2.3931 -0.5454 1.2042 -0.1052 0.039
H 1.6023 -0.8328 2.3462 0.0804 0.3393 -0.7350 0.077
H 3.2185 -2.2111 -0.6294 -1.3954 1.0944 -0.1432 0.107
H 1.4976 -2.2123 -0.6706 -1.7384 -0.8552 1.1120 0.026
H -0.7143 0.4223 1.1420 0.1347 -0.2072 -0.5411 0.158
H 3.3814 1.0546 -0.4386 0.1530 -0.0648 0.1984 -0.007
```
Positions in Å, forces in eV/Å.

Calculated values
HOMO-LUMO gap: 9.94 eV
total charge: +1
electronic energy: -777.4049 a.u.


Entry 3:
Here is C4H6N2O in the gas phase at a distorted geometry from the OMol25 dataset. Energies are from the ωB97M-V functional and the def2-TZVPD basis.

```
13
Properties=species:S:1:pos:R:3:forces:R:3:lowdin_charge:R:1
N 0.4556 1.1909 0.9776 -1.0770 -0.8459 -1.2166 0.074
C -0.7393 1.0775 1.5538 -0.8436 -0.3562 -0.1745 -0.418
O -1.6207 0.5348 0.9039 -1.2107 0.0284 1.1776 -0.043
C 0.1332 0.4532 -0.5533 1.2895 0.6520 0.6998 -0.065
C -0.0274 -1.0975 -0.5112 0.2726 0.3282 0.3116 -0.175
C 0.6470 -1.7326 -1.6607 0.4995 -0.2025 -0.6568 -0.227
N 1.1835 -2.2169 -2.5652 -0.6005 0.5213 0.9607 0.136
H 1.2085 1.6611 1.5364 -0.4801 -0.8180 -1.7121 0.138
H -0.9356 1.4419 2.5719 0.3904 0.1406 -0.0306 0.131
H 1.0457 0.7350 -1.0297 0.6200 -0.1089 -0.5564 0.083
H -0.7276 0.8602 -1.1329 0.8010 0.3262 1.1762 0.127
H 0.4469 -1.4597 0.4006 0.0058 -0.1551 -0.0014 0.120
H -1.0698 -1.4480 -0.4912 0.3332 0.4900 0.0227 0.120
```
Positions in Å, forces in eV/Å.

Calculated values
HOMO-LUMO gap: 10.99 eV
electronic energy: -340.7069 a.u.
SMILES: N#CCCNC=O
energy relative to the best compared isomer or geometry (same formula, charge and spin): 231.2 kJ/mol


Entry 4:
Here is C24H27FN4O4 in the gas phase at a distorted geometry from the OMol25 dataset. Energies are from the ωB97M-V functional and the def2-TZVPD basis.

```
60
Properties=species:S:1:pos:R:3:forces:R:3:lowdin_charge:R:1
C 2.2507 -2.1963 2.8732 -0.1235 -0.0383 0.0562 0.000
C 1.1402 -2.2681 1.8900 0.5142 0.1203 -0.4110 -0.207
C 1.1571 -2.1335 0.5162 -0.8224 -0.1435 0.3516 -0.102
C 2.1525 -1.8981 -0.4712 0.0490 0.0249 -0.2006 -0.071
N 1.8601 -1.8439 -1.7215 1.0590 0.1796 0.0682 0.115
N 0.5940 -1.9946 -2.1385 -0.7061 -0.0863 0.0269 -0.069
C -0.5176 -2.2103 -1.3392 -0.1073 -0.0092 -0.0516 -0.383
O -1.6367 -2.2955 -1.8298 -0.1784 -0.0786 0.0756 0.041
C -0.1921 -2.2927 0.0625 0.3028 0.0188 0.6409 -0.031
C -0.9804 -2.5170 1.1733 -0.1692 0.0169 -0.5921 -0.197
N -0.1559 -2.5079 2.2608 0.0307 -0.0672 -0.3780 -0.018
C -0.5792 -2.6689 3.6259 -0.1936 -0.0284 0.4294 -0.078
C -0.5936 -1.3640 4.3906 0.0171 -0.0013 -0.0030 -0.211
C -0.8411 -0.1605 3.7422 0.0303 -0.1212 0.1054 -0.016
C -0.8668 1.0285 4.4483 0.0016 0.1200 0.2149 0.008
C -0.6480 0.9970 5.8131 -0.0007 -0.1251 -0.0589 -0.276
C -0.4027 -0.1871 6.4849 -0.0388 0.2434 0.0301 -0.001
C -0.3744 -1.3657 5.7628 -0.0572 0.0375 -0.1996 -0.035
H -0.1803 -2.2975 6.2734 0.0469 -0.1096 0.0680 0.117
H -0.2343 -0.1761 7.5498 0.0208 0.0340 0.1105 0.119
F -0.6713 2.1509 6.5089 0.0077 -0.0770 -0.0500 0.061
H -1.0536 1.9684 3.9544 -0.0159 0.1175 -0.0259 0.121
H -1.0083 -0.1445 2.6757 0.0125 -0.0068 -0.1468 0.121
H 0.0864 -3.3782 4.1285 -0.1251 0.0332 -0.0745 0.133
H -1.5865 -3.0963 3.6261 0.1816 -0.0510 -0.0530 0.132
C -2.4455 -2.7439 1.2358 -0.0342 -0.0381 0.0647 -0.002
H -2.9386 -2.0070 1.8706 -0.0910 0.0177 0.0484 0.085
H -2.8385 -2.6603 0.2258 -0.0403 0.0016 0.0156 0.078
H -2.6770 -3.7398 1.6163 -0.0790 -0.0373 0.0334 0.089
C 0.4339 -1.9574 -3.5783 0.0176 -0.1452 -0.3620 -0.033
H 0.9992 -2.7801 -4.0264 -0.0974 0.1731 0.0439 0.136
H -0.6310 -2.0925 -3.7888 0.2026 0.0201 0.0185 0.129
C 0.9573 -0.6777 -4.2291 -0.0934 -0.2584 0.1709 -0.444
O 1.7613 -0.7330 -5.1400 0.1533 -0.2072 -0.2567 0.055
N 0.4791 0.4973 -3.7690 0.0245 0.3279 -0.0166 -0.033
C -0.5157 0.6594 -2.7292 -0.3477 -0.0365 0.2878 -0.126
H -1.2432 -0.1531 -2.7773 0.1045 0.0457 0.0923 0.115
C -1.2508 1.9828 -2.9010 0.2376 0.2271 0.1001 -0.041
H -1.7217 2.0333 -3.8823 -0.0272 -0.0338 -0.0303 0.135
H -2.0247 2.0750 -2.1397 -0.0269 0.0266 -0.0379 0.134
C -0.3062 3.1830 -2.7774 0.1235 -0.4035 -0.1119 -0.509
C 1.1131 2.7927 -3.2448 -0.3359 0.0944 0.0510 -0.052
H 1.6227 3.6723 -3.6391 0.0439 0.0307 0.0292 0.129
C 1.0373 1.7203 -4.3196 0.3776 0.1784 -0.1631 -0.120
H 0.4219 2.0769 -5.1541 0.1139 -0.0169 -0.0336 0.140
H 2.0292 1.4774 -4.7085 -0.2029 0.0985 -0.0066 0.126
H 1.6719 2.4221 -2.3838 0.0390 -0.0204 -0.0041 0.136
O -0.2921 3.6539 -1.4436 -0.1762 -0.2882 0.0249 -0.047
C -0.0232 5.0360 -1.4934 0.1489 0.2926 -0.0433 -0.148
H -0.5981 5.5192 -0.7020 0.0891 0.0138 -0.0533 0.123
C -0.4676 5.4605 -2.9099 0.1002 0.2555 0.1428 -0.146
H 0.3426 5.9604 -3.4538 -0.0882 -0.0113 0.0648 0.120
O -0.8251 4.2527 -3.5451 -0.1863 -0.2852 -0.1145 -0.045
H -1.3471 6.1084 -2.9001 0.1106 -0.0119 -0.0079 0.122
H 1.0458 5.2290 -1.3373 -0.1095 0.0238 0.0147 0.121
H -0.0432 0.6444 -1.7374 -0.0832 -0.0732 -0.0094 0.137
H 3.1948 -1.7616 -0.2268 0.1436 0.0211 -0.0180 0.112
H 2.0516 -1.4410 3.6343 0.0876 0.0341 0.0545 0.082
H 3.1722 -1.9399 2.3590 0.0763 0.0093 0.0163 0.082
H 2.3938 -3.1544 3.3759 0.0889 -0.0275 0.0627 0.087
```
Positions in Å, forces in eV/Å.

Calculated values
HOMO-LUMO gap: 8.39 eV
electronic energy: -1550.6225 a.u.
SMILES: Cc1c2cnn(CC(=O)N3CCC4(CC3)OCCO4)c(=O)c2c(C)n1Cc1ccc(F)cc1
energy relative to the best compared isomer or geometry (same formula, charge and spin): 10.7 kJ/mol


Entry 5:
Here is a molecular structure, CHKO2 at a distorted geometry from the OMol25 dataset. Energies are from the ωB97M-V functional and the def2-TZVPD basis.

```
5
Properties=species:S:1:pos:R:3:forces:R:3:lowdin_charge:R:1
H 1.0768 0.5276 1.0320 -2.8097 -1.3599 0.2999 0.188
O -0.0104 0.0373 0.8868 2.0364 1.9432 2.5867 -0.280
C 0.7939 -0.3531 -0.1330 0.3513 0.1659 -2.8542 -0.546
O 0.2418 -0.1863 -1.2398 0.7616 -0.8044 -0.0009 -0.287
K -2.1021 -0.0256 -0.5460 -0.3396 0.0552 -0.0315 0.925
```
Positions in Å, forces in eV/Å.

Calculated values
HOMO-LUMO gap: 6.12 eV
electronic energy: -789.0338 a.u.
energy relative to the best compared isomer or geometry (same formula, charge and spin): 328.9 kJ/mol